DFT (the ωB97M-V functional and the def2-TZVPD basis) results for 6 unconnected molecules or ions with the total composition C10H30ClN2O9 in a non-equilibrium geometry.

## Properties
2S+1 ... 1
Energy relative to the best compared isomer or geometry (same formula, charge and spin) ... 0.0 kJ/mol
Orbital gap ... 9.62 eV
Net charge ... -1

Atoms and positions in Å:
1 Cl 0.35 0.66 0.55
2 O 1.73 0.89 0.22
3 O 0.10 0.97 1.94
4 O -0.56 1.36 -0.31
5 O -0.01 -0.73 0.38
6 C 0.36 4.37 0.55
7 C 0.35 4.96 -0.85
8 O 1.47 5.84 -1.01
9 H 0.38 5.22 1.24
10 H 1.14 3.64 0.76
11 H -0.64 3.95 0.68
12 H -0.57 5.55 -0.91
13 H 0.28 4.20 -1.63
14 H 1.48 6.08 -1.95
15 C -3.96 2.52 1.55
16 C -3.66 1.06 1.84
17 O -3.18 0.40 0.69
18 H -4.32 3.09 2.41
19 H -4.73 2.65 0.79
20 H -3.04 3.02 1.24
21 H -4.53 0.51 2.20
22 H -2.91 1.04 2.64
23 H -2.29 0.73 0.50
24 C 2.58 0.01 -3.90
25 C 1.20 0.64 -3.90
26 O 1.22 1.92 -3.27
27 H 3.35 0.70 -4.25
28 H 2.60 -0.82 -4.63
29 H 2.85 -0.53 -2.99
30 H 0.47 -0.02 -3.43
31 H 0.92 0.83 -4.93
32 H 1.28 1.77 -2.32
33 C -2.37 -3.35 3.25
34 O -3.23 -3.23 2.38
35 N -2.73 -3.70 4.54
36 N -1.10 -2.92 3.08
37 H -3.71 -3.86 4.69
38 H -2.06 -3.87 5.25
39 H -0.98 -2.33 2.26
40 H -0.40 -2.88 3.79
41 C 3.26 -2.64 -0.91
42 C 2.12 -3.58 -1.31
43 C 1.62 -4.30 -0.06
44 O 1.07 -2.84 -1.90
45 H 4.07 -3.15 -0.38
46 H 2.95 -1.84 -0.22
47 H 3.73 -2.22 -1.80
48 H 2.50 -4.29 -2.04
49 H 2.51 -4.71 0.43
50 H 0.97 -5.16 -0.21
51 H 1.09 -3.62 0.61
52 H 0.96 -2.02 -1.39